10 unconnected molecules or ions with the total composition C30H60O30. Source: OMol25; level of theory: the ωB97M-V functional and the def2-TZVPD basis.

**HOMO energy**: -10.63 eV
**Energy relative to the best compared isomer or geometry (same formula, charge and spin)**: 47.84 kcal per mole
**LUMO**: 0.5 eV
**Gap between HOMO and LUMO**: 11.2 eV
**E_tot**: -93505.77560 eV
**Total charge**: 0

Atoms and positions in Å:
C (1.49444, -3.85335, -4.61840)
O (1.06692, -4.63147, -5.72696)
C (1.91540, -4.79676, -6.72111)
O (3.07923, -4.52378, -6.72990)
O (1.23156, -5.44399, -7.68092)
C (2.02242, -5.82065, -8.79891)
H (0.61184, -3.50989, -4.08759)
H (2.03124, -2.95043, -4.91458)
H (2.12098, -4.48884, -3.99360)
H (2.45316, -4.96021, -9.31076)
H (1.36043, -6.33343, -9.49304)
H (2.82913, -6.50797, -8.54497)
C (1.61907, -5.25000, 3.46328)
O (2.11199, -4.44928, 2.40719)
C (1.44533, -4.30885, 1.28491)
O (0.30916, -4.65878, 1.10746)
O (2.27180, -3.75510, 0.39003)
C (1.70901, -3.28750, -0.81739)
H (0.81125, -5.93676, 3.21988)
H (1.25973, -4.61857, 4.27777)
H (2.47892, -5.79100, 3.85426)
H (2.44875, -2.65023, -1.30709)
H (0.87762, -2.61820, -0.59303)
H (1.47641, -4.01408, -1.59669)
C (-2.48242, 1.98728, 2.62754)
O (-2.90902, 3.00910, 3.51439)
C (-2.15193, 3.22086, 4.58301)
O (-1.04193, 2.75005, 4.73994)
O (-2.72780, 4.07610, 5.37525)
C (-2.03355, 4.78640, 6.38393)
H (-2.99455, 2.01378, 1.66845)
H (-2.83113, 1.02545, 3.02107)
H (-1.40902, 1.89517, 2.49192)
H (-2.80417, 5.46700, 6.73817)
H (-1.13761, 5.30298, 6.03839)
H (-1.69869, 4.11472, 7.17800)
C (2.61933, 9.31671, 2.12860)
O (2.23234, 7.99155, 1.81911)
C (1.44037, 7.33616, 2.64314)
O (0.64867, 7.82314, 3.40819)
O (1.68232, 6.00718, 2.54811)
C (1.10878, 5.22896, 3.59026)
H (3.69928, 9.31728, 1.99583)
H (2.43687, 9.59963, 3.16807)
H (2.13369, 10.11102, 1.56478)
H (0.92687, 4.24837, 3.15229)
H (0.15504, 5.53503, 4.01091)
H (1.81810, 5.02371, 4.39112)
C (-4.07734, -8.21345, -4.56388)
O (-4.26639, -6.79913, -4.55345)
C (-3.15180, -6.06548, -4.39919)
O (-2.03175, -6.46415, -4.31362)
O (-3.56386, -4.80955, -4.40648)
C (-2.65302, -3.78087, -4.05840)
H (-3.49212, -8.50530, -5.43471)
H (-5.04974, -8.66987, -4.42337)
H (-3.45847, -8.51277, -3.71224)
H (-2.49837, -3.03254, -4.83170)
H (-1.66021, -4.15238, -3.80572)
H (-3.06163, -3.34478, -3.14693)
C (-3.14528, 1.96011, -1.53280)
O (-4.34829, 2.69061, -1.35137)
C (-4.34997, 3.70064, -0.51247)
O (-3.40855, 4.12391, 0.09881)
O (-5.55895, 4.25862, -0.55872)
C (-5.79460, 5.23825, 0.45011)
H (-2.31454, 2.66959, -1.59086)
H (-3.23099, 1.31802, -2.39859)
H (-2.86338, 1.41761, -0.62616)
H (-6.61790, 5.87185, 0.12309)
H (-4.91587, 5.83343, 0.67490)
H (-6.19069, 4.76127, 1.34903)
C (1.73368, 1.35504, 6.05278)
O (2.71700, 2.38455, 6.23821)
C (3.25711, 2.79760, 5.08672)
O (2.80429, 2.49158, 4.02309)
O (4.23892, 3.61707, 5.39077)
C (5.07290, 4.08128, 4.35662)
H (2.05021, 0.55104, 5.39352)
H (0.77072, 1.81720, 5.85793)
H (1.73136, 0.87080, 7.03138)
H (5.91091, 3.39067, 4.23849)
H (5.50619, 5.06663, 4.52021)
H (4.58685, 4.16790, 3.38254)
C (0.96555, 1.63756, 1.53140)
O (0.23838, 0.53996, 0.92860)
C (0.11094, 0.47102, -0.39137)
O (0.68625, 1.14840, -1.19473)
O (-0.78295, -0.48421, -0.64000)
C (-0.91825, -0.89519, -1.99749)
H (0.40630, 2.55890, 1.39574)
H (1.92861, 1.68297, 1.02491)
H (1.11634, 1.31057, 2.55299)
H (-0.75254, -1.97004, -2.07729)
H (-0.12367, -0.54340, -2.65593)
H (-1.87292, -0.56997, -2.39234)
C (1.02234, -0.96708, 3.22305)
O (2.42664, -1.06705, 3.33460)
C (2.92446, -1.85609, 4.25351)
O (2.34879, -2.64871, 4.96779)
O (4.23038, -1.62615, 4.33734)
C (4.99344, -2.28303, 5.35854)
H (0.76829, -0.35516, 2.35817)
H (0.53997, -0.57868, 4.11719)
H (0.58142, -1.92568, 2.93945)
H (4.40341, -2.31789, 6.27248)
H (5.86018, -1.67065, 5.58709)
H (5.25494, -3.26609, 4.98230)
C (0.12259, -1.57075, -7.27826)
O (-0.97069, -0.67945, -7.31019)
C (-1.58631, -0.38909, -6.17298)
O (-1.27866, -0.72732, -5.06748)
O (-2.66808, 0.30400, -6.54464)
C (-3.72186, 0.49860, -5.60470)
H (0.36650, -1.89425, -8.28394)
H (0.06474, -2.29687, -6.46659)
H (1.03606, -1.04456, -6.95702)
H (-3.42658, 0.56125, -4.55610)
H (-4.23772, -0.47021, -5.64484)
H (-4.44827, 1.27081, -5.82708)

Results of the Mulliken charge analysis, in e, for atoms 1 through 2:
1 C -0.456
2 O -0.212

2 unconnected molecules or ions with the total composition C3H12NO. Source: OMol25; level of theory: the ωB97M-V functional and the def2-TZVPD basis.

**HOMO energy**: -16.34 eV
**Energy relative to the best compared isomer or geometry (same formula, charge and spin)**: 7.79 kcal per mole
**LUMO**: -3.1 eV
**Gap between HOMO and LUMO**: 13.2 eV
**E_tot**: -6837.07659 eV
**Total charge**: +1

Atoms and positions in Å:
C (0.07026, 1.84071, 1.10123)
C (0.39653, 1.17396, -0.21605)
N (-0.49101, -0.02598, -0.42885)
C (-0.19797, -0.79550, -1.67912)
H (-0.88118, 2.37202, 1.07320)
H (0.84432, 2.56712, 1.32781)
H (0.03213, 1.09962, 1.90054)
H (1.41350, 0.79857, -0.21649)
H (0.23915, 1.82804, -1.06731)
H (-0.40912, -0.65251, 0.37908)
H (-1.44439, 0.33746, -0.44237)
H (0.43543, -0.18715, -2.31392)
H (0.35418, -1.69382, -1.40705)
H (-1.11849, -1.02744, -2.19865)
H (0.89846, -2.99410, 1.31473)
H (-0.46444, -2.40666, 1.70215)
O (0.32264, -2.23435, 1.17110)

Results of the natural (NBO) charge analysis, in e, for atoms 1 through 2:
1 C -0.639
2 C -0.210

A molecular structure, C49H52KN15O4S. Source: OMol25; level of theory: the ωB97M-V functional and the def2-TZVPD basis.

**HOMO energy**: -2.23 eV
**Energy relative to the best compared isomer or geometry (same formula, charge and spin)**: 52.96 kcal per mole
**LUMO**: 3.6 eV
**Gap between HOMO and LUMO**: 5.8 eV
**E_tot**: -109361.17157 eV
**Total charge**: -2

Atoms and positions in Å:
K (0.11924, -0.01000, 0.60232)
N (3.37398, -0.55017, 2.36420)
C (3.02124, -1.55116, 1.48739)
N (3.86447, -2.55248, 1.19583)
N (3.15890, -3.34635, 0.40157)
N (1.96705, -2.86516, 0.23378)
N (1.83211, -1.72145, 0.90622)
C (3.06876, 0.78514, 2.24966)
N (3.75985, 1.70613, 2.94416)
N (3.18398, 2.85438, 2.62194)
N (2.20834, 2.64565, 1.78958)
N (2.09885, 1.33831, 1.52195)
H (4.27523, -0.70552, 2.78926)
C (3.23749, 4.13055, -0.94023)
C (2.93069, 3.32657, -2.16703)
C (3.85587, 3.21669, -3.19260)
C (3.59038, 2.45591, -4.31778)
C (2.37295, 1.81073, -4.42772)
C (1.41266, 1.91016, -3.43167)
C (0.10059, 1.21392, -3.59329)
C (1.69934, 2.65491, -2.27805)
N (0.87021, 2.62214, -1.18059)
C (-0.06902, 3.39686, -0.89044)
C (-0.57077, 4.49309, -1.80607)
C (-0.80239, 3.26178, 0.39441)
C (-0.78485, 4.46102, 1.30357)
N (-1.42299, 2.19595, 0.63846)
C (-2.29287, 1.98813, 1.69318)
C (-1.90993, 1.86775, 3.03562)
C (-0.48162, 1.86372, 3.47187)
C (-2.89510, 1.62835, 3.98639)
C (-4.21985, 1.46242, 3.63485)
C (-4.58331, 1.54806, 2.30099)
C (-3.63953, 1.82065, 1.32632)
C (-4.01612, 1.94309, -0.11528)
H (4.31018, 4.29474, -0.85018)
H (2.87628, 3.61459, -0.04729)
H (2.74309, 5.10461, -0.97897)
H (4.80934, 3.72044, -3.09290)
H (4.33024, 2.36155, -5.10174)
H (2.16200, 1.20741, -5.30185)
H (0.22567, 0.32864, -4.21259)
H (-0.62669, 1.86161, -4.08672)
H (-0.31306, 0.92340, -2.63163)
H (0.01549, 4.49409, -2.72330)
H (-0.50359, 5.47463, -1.34060)
H (-1.61452, 4.29431, -2.04665)
H (0.19509, 4.49710, 1.77995)
H (-1.54878, 4.35143, 2.07245)
H (-0.93926, 5.39290, 0.76763)
H (0.15269, 2.51573, 2.88039)
H (-0.09405, 0.85013, 3.35982)
H (-0.40277, 2.13754, 4.52430)
H (-2.60572, 1.55731, 5.02802)
H (-4.96235, 1.24858, 4.39470)
H (-5.61615, 1.39753, 2.01371)
H (-5.06031, 1.68127, -0.26822)
H (-3.38690, 1.28351, -0.71618)
H (-3.85215, 2.96285, -0.46802)
N (-1.33490, -3.07202, -0.82606)
C (-1.44861, -3.25945, -2.26161)
C (-1.45035, -1.91055, -2.97332)
C (-2.55978, -1.01469, -2.38535)
O (-3.74758, -1.37720, -2.61160)
O (-2.21821, -0.02481, -1.73519)
H (-0.54794, -2.46159, -0.61815)
H (-1.11563, -3.95647, -0.37952)
H (-2.38923, -3.79160, -2.45637)
H (-0.62982, -3.87732, -2.68273)
H (-1.62659, -2.04377, -4.04388)
H (-0.49145, -1.42190, -2.81797)
S (5.84155, -2.41828, -4.40799)
C (4.45382, -1.93546, -3.36791)
C (3.33190, -2.73793, -3.28021)
C (2.23883, -2.23028, -2.59228)
N (2.22354, -1.04117, -2.02181)
C (3.33098, -0.32742, -2.03547)
C (4.48039, -0.72043, -2.71073)
C (4.99912, -2.09302, -5.95180)
C (4.26907, -3.09121, -6.58869)
C (3.66117, -2.78846, -7.79368)
N (3.73647, -1.60350, -8.38790)
C (4.41712, -0.65300, -7.75659)
C (5.06109, -0.83615, -6.54555)
H (3.29760, -3.71416, -3.73948)
H (1.33322, -2.81030, -2.50977)
H (3.30068, 0.60923, -1.49973)
H (5.35430, -0.08788, -2.74211)
H (4.18418, -4.07222, -6.14796)
H (3.08267, -3.53599, -8.32201)
H (4.44624, 0.30609, -8.25936)
H (5.59618, -0.03046, -6.06737)
C (-6.33937, -2.94193, -3.31944)
O (-6.54517, -3.05977, -1.92330)
C (-5.81821, -4.06565, -1.31681)
C (-6.12080, -5.40324, -1.53588)
C (-5.40442, -6.40474, -0.90239)
C (-4.36828, -6.07072, -0.04415)
C (-4.07013, -4.74503, 0.19625)
C (-4.78045, -3.71733, -0.43170)
N (-4.39968, -2.38981, -0.33063)
C (-3.70300, -1.82919, 0.64589)
C (-3.69977, -2.11372, 2.00590)
C (-4.67155, -2.90661, 2.66227)
C (-4.69344, -3.01957, 4.01864)
C (-3.71640, -2.35708, 4.79658)
C (-2.73483, -1.62679, 4.21475)
C (-2.64895, -1.45361, 2.78290)
O (-1.73067, -0.82111, 2.25015)
H (-5.27503, -2.85319, -3.54617)
H (-6.82441, -2.01370, -3.61678)
H (-6.78062, -3.78888, -3.86539)
H (-6.91774, -5.66330, -2.22056)
H (-5.65082, -7.44028, -1.09067)
H (-3.77467, -6.84504, 0.42505)
H (-3.24495, -4.48155, 0.83826)
H (-4.32282, -1.89080, -1.27427)
H (-3.08932, -0.98551, 0.35378)
H (-5.43907, -3.39366, 2.07341)
H (-5.45326, -3.61268, 4.50951)
H (-3.77211, -2.43564, 5.87670)
H (-1.97862, -1.14181, 4.81192)

Results of the Mulliken charge analysis, in e, for atoms 1 through 2:
1 K 1.442
2 N -0.078

A molecular structure, C5H16N2O. Source: OMol25; level of theory: the ωB97M-V functional and the def2-TZVPD basis.

**HOMO energy**: -7.47 eV
**Energy relative to the best compared isomer or geometry (same formula, charge and spin)**: 49.11 kcal per mole
**LUMO**: 1.0 eV
**Gap between HOMO and LUMO**: 8.4 eV
**E_tot**: -10470.39230 eV
**Total charge**: 0

Atoms and positions in Å:
C (1.82710, 1.30462, -0.24891)
C (0.64770, 1.83816, 0.19899)
N (3.02007, 1.44106, 0.44214)
N (1.88057, 0.51325, -1.36894)
H (1.71457, -1.48023, 1.72212)
H (3.60107, 0.61489, 0.49240)
H (2.95597, 1.95049, 1.30802)
H (0.97258, 0.21866, -1.72559)
H (2.55003, -0.24097, -1.34370)
H (-0.38752, 0.21940, 0.34309)
H (-0.09988, 2.09302, -0.53385)
H (0.69468, 2.59311, 0.96736)
C (-1.23206, -0.54426, -0.13292)
C (-1.34757, -1.98419, 0.36090)
C (-2.57922, 0.16009, 0.01227)
O (-0.84831, -0.55298, -1.51316)
H (-1.51966, -1.01668, -2.03176)
H (1.06832, -1.06435, 1.48184)
H (-0.41052, -2.51873, 0.21169)
H (-3.36765, -0.38314, -0.51898)
H (-1.61518, -2.00784, 1.41517)
H (-2.12170, -2.53202, -0.18424)
H (-2.87059, 0.21738, 1.05864)
H (-2.53281, 1.16125, -0.41260)

Results of the natural (NBO) charge analysis, in e, for atoms 1 through 2:
1 C 0.414
2 C -0.699

> Among the records above, which one has the highest LUMO?

C49H52KN15O4S